Here is 2 unconnected molecules or ions with the total composition C4H8N2O at a distorted geometry from OMol25. Energies are from ωB97M-V/def2-TZVPD.

ORCA input file:
```
! wB97M-V def2-TZVPD RIJCOSX def2/J DEFGRID3
* xyz 0 1
H 0.70 -2.01 -0.91
H -0.75 1.56 0.56
C -1.07 -1.32 0.09
H -0.85 -2.44 -1.71
H 1.82 2.06 -0.76
H -0.32 -3.29 -0.23
C 1.15 2.13 0.10
N -0.11 1.45 -0.22
O -2.16 -0.87 -0.14
H 1.04 3.20 0.36
N 0.17 -0.71 2.35
C -0.34 -2.32 -0.76
C -0.37 -0.96 1.35
H 1.62 1.62 0.94
H -0.55 1.89 -1.01
*
```

## Properties
energy above the lowest of the compared OMol25 structures with the same formula, charge and spin = 192.51 kJ/mol
HOMO-LUMO gap = 9.73 eV
structure (SMILES) = CC(=O)C#N.CN

Atomic partial charges in e from the Löwdin method, atoms 1 to 6: 0.0938 0.0627 -0.4690 0.0905 0.0683 0.0978